Record 1
{
  "formula": "C46H54IN4PPbS4Sb2",
  "method": "ωB97M-V/def2-TZVPD",
  "symbols": ["Pb", "N", "C", "C", "C", "N", "C", "C", "N", "C", "H", "H", "H", "H", "H", "H", "H", "H", "H", "H", "H", "H", "H", "H", "H", "H", "S", "Sb", "S", "S", "S", "I", "C", "H", "H", "C", "C", "C", "C", "C", "C", "C", "Sb", "C", "C", "C", "C", "C", "C", "C", "C", "C", "C", "C", "C", "C", "C", "H", "H", "H", "H", "H", "H", "H", "H", "H", "H", "H", "H", "H", "H", "H", "H", "H", "H", "H", "H", "H", "N", "P", "C", "C", "C", "C", "C", "C", "C", "C", "C", "C", "C", "C", "C", "C", "C", "C", "C", "C", "H", "H", "H", "H", "H", "H", "H", "H", "H", "H", "H", "H", "H", "H", "H"],
  "positions_angstrom": [[-2.96710, -0.56590, -1.36520], [7.05201, -1.45393, 2.57731], [3.89110, -1.16465, 4.16398], [3.31548, -0.73173, 2.81161], [2.10717, 0.21627, 2.87143], [0.85793, -0.34460, 3.30788], [2.53639, 1.48885, 3.71485], [3.01917, 1.11148, 5.13527], [1.92640, 0.59225, 5.98821], [4.14911, 0.06450, 4.99607], [7.59778, -0.70324, 2.99993], [6.47593, -0.86394, 1.90317], [6.34496, -1.81932, 3.19211], [3.06579, -1.76552, 4.59243], [3.18508, -1.63149, 2.15005], [4.06112, -0.20281, 2.17367], [1.92807, 0.53361, 1.83987], [0.11570, -0.19487, 2.64319], [0.93260, -1.32870, 3.45994], [1.63285, 2.09366, 3.91519], [3.37140, 2.03504, 3.19544], [3.35571, 2.06145, 5.64632], [2.31207, -0.35653, 6.27898], [1.15871, 0.34925, 5.37130], [4.54383, -0.20689, 6.03132], [4.95547, 0.65050, 4.45238], [-3.89041, 3.44641, -5.10946], [-2.29345, 3.20854, -3.50340], [-4.06200, 2.31038, -1.92644], [-2.59906, -0.60497, -3.94805], [-1.28471, 0.98391, -3.74584], [-5.77469, -1.49149, 0.74946], [-5.03384, -1.63660, -1.30729], [-5.83791, -1.29016, -1.96877], [-4.91971, -2.71983, -1.57671], [0.32644, -5.47787, -0.21966], [0.94468, -5.91170, -1.47926], [1.30442, -7.24129, -1.64935], [1.92678, -7.66420, -2.84616], [2.12063, -6.78168, -3.89690], [1.67279, -5.44518, -3.75161], [1.09467, -5.01239, -2.56659], [0.42401, -2.96189, -2.25242], [2.26266, -2.18238, -1.41473], [3.44362, -2.96478, -1.41139], [4.64548, -2.32311, -1.22717], [4.70664, -1.05846, -0.71777], [3.52478, -0.37911, -0.49672], [2.31350, -0.95737, -0.86635], [1.08281, -0.07011, -0.70408], [0.64931, -2.40800, -4.29634], [1.49107, -1.37041, -4.55430], [1.61520, -0.86606, -5.82441], [0.75748, -1.34580, -6.81557], [-0.22038, -2.28997, -6.45475], [-0.25659, -2.91390, -5.25988], [-1.21971, -4.06720, -4.98655], [0.33921, -6.35282, 0.59479], [-0.62032, -5.06530, -0.44298], [0.87941, -4.58811, 0.29989], [1.03828, -8.01515, -0.91911], [2.18249, -8.66414, -3.01558], [2.48415, -7.09355, -4.86245], [1.87056, -4.81871, -4.60669], [3.45440, -4.01682, -1.68321], [5.65717, -2.85669, -1.14953], [5.65803, -0.58399, -0.48976], [3.50753, 0.65311, -0.00250], [1.47102, 0.91721, -0.27847], [0.27874, -0.41233, -0.04492], [0.59068, 0.11829, -1.70956], [2.17719, -0.95589, -3.80023], [2.38164, -0.03290, -5.95858], [0.72653, -0.93841, -7.86765], [-0.85626, -2.56419, -7.28995], [-1.08055, -4.58605, -4.01402], [-1.11239, -4.86615, -5.81104], [-2.17646, -3.63633, -5.05469], [-3.47458, 1.94733, -0.27841], [-3.36756, 3.19413, 0.70808], [-1.88507, 4.19193, 0.42748], [-0.85112, 3.49748, -0.24683], [0.28298, 4.18254, -0.61573], [0.45165, 5.51420, -0.27894], [-0.54271, 6.17217, 0.37366], [-1.76346, 5.54075, 0.66058], [-4.74018, 4.28808, 0.78694], [-5.73825, 4.12304, 1.74288], [-6.89131, 4.93069, 1.71749], [-7.09165, 5.92481, 0.74288], [-6.03621, 6.11238, -0.12725], [-4.90675, 5.30561, -0.16440], [-3.11909, 2.60642, 2.38323], [-3.09744, 1.22485, 2.62213], [-2.69642, 0.78414, 3.82980], [-2.27843, 1.65338, 4.81641], [-2.40927, 3.06863, 4.57548], [-2.75775, 3.52444, 3.32399], [-1.02150, 2.41777, -0.43161], [1.05267, 3.64856, -1.23243], [1.40112, 6.07131, -0.54739], [-0.46300, 7.24001, 0.57138], [-2.57368, 6.03173, 1.07562], [-5.69314, 3.28876, 2.46022], [-7.61633, 4.73854, 2.49287], [-8.01565, 6.52120, 0.73133], [-6.13009, 6.82112, -0.99918], [-4.24788, 5.49869, -1.00672], [-3.50009, 0.50837, 1.85394], [-2.66541, -0.23823, 4.06410], [-1.80376, 1.38177, 5.72940], [-1.99332, 3.74456, 5.28060], [-2.50762, 4.52175, 3.04645]],
  "forces_ev_per_angstrom": [[0.3, 0.4, -0.1], [-0.2, 1.7, -2.4], [-0.6, -0.2, -0.5], [0.8, -0.7, -0.5], [1.3, 1.2, -0.8], [-0.9, -0.1, 0.8], [-0.5, -0.8, 0.4], [0.2, 0.4, 0.1], [0.7, -1.6, 0.3], [1.3, 0.8, 0.4], [-0.2, -0.5, 0.6], [0.7, -1.3, 0.9], [-0.5, 0.1, 0.9], [0.2, -0.2, 0.4], [-0.7, 0.5, 0.6], [0.0, 0.2, 0.6], [0.2, 0.5, -0.1], [0.0, 0.1, -0.1], [0.2, -0.7, 0.2], [0.4, 0.3, -0.7], [-1.0, -0.3, 0.3], [0.2, -0.7, -0.6], [-1.0, 1.4, -0.3], [-0.1, -0.1, 0.0], [-0.4, 0.4, -1.0], [-0.2, -0.5, 0.7], [0.1, 0.0, 0.0], [-0.6, -0.1, 0.0], [0.2, -0.2, 0.8], [-0.3, 0.1, 0.1], [0.7, -0.4, -0.1], [0.1, -0.2, -0.5], [-0.4, -0.8, -0.5], [0.2, 0.3, 0.4], [0.0, 0.7, 0.6], [1.8, -0.1, 3.4], [0.5, -0.4, -1.1], [0.4, -0.6, -0.9], [-0.8, 1.5, 0.1], [-0.9, 1.0, 0.8], [0.6, -1.2, 0.1], [0.4, 0.2, 0.5], [-0.2, -0.3, 0.2], [0.4, -3.1, -0.6], [-0.3, 0.3, -1.2], [2.5, -2.0, 1.4], [-0.3, 1.8, 0.2], [0.4, 1.5, 0.7], [-1.1, 2.8, 0.8], [0.3, 1.5, -0.7], [-1.0, -0.9, 1.0], [1.3, 0.5, 0.3], [0.7, 1.5, -1.4], [-0.2, 0.9, -0.2], [0.7, 0.6, -2.7], [0.7, -0.6, 1.9], [1.7, -1.1, -1.0], [-0.4, 2.0, -1.9], [-1.5, 0.1, 0.2], [-0.6, -1.6, -1.0], [0.3, 0.5, 0.0], [0.3, -1.5, 0.1], [0.3, -0.2, 0.0], [-0.3, 0.5, 0.1], [-0.2, 0.1, -0.1], [-1.7, 0.3, -0.7], [-0.1, -0.2, 0.0], [0.1, -1.6, -0.8], [-0.9, -1.1, -0.7], [0.3, -0.3, 0.1], [0.5, 0.0, 1.0], [-0.5, -0.3, -0.1], [-1.2, -1.2, -0.3], [0.2, -0.4, 1.4], [-0.4, -0.3, 0.3], [-0.1, 0.5, -0.7], [-0.2, 1.2, 1.2], [-1.6, 0.2, 0.1], [-0.4, 0.5, -0.3], [0.7, -1.3, -0.2], [0.3, -0.7, -1.2], [-0.8, -0.3, 0.7], [1.2, -1.3, -1.0], [1.8, 0.5, -0.6], [-1.5, 1.1, 0.4], [2.0, -0.8, -0.4], [-0.7, 1.2, -0.4], [-0.9, 0.0, -0.1], [0.3, -0.2, -0.1], [0.4, -0.6, 1.3], [-0.4, 0.9, -2.3], [-0.5, 0.1, 0.2], [-0.2, -1.2, -1.6], [-1.7, 0.3, -2.0], [0.7, -0.1, 1.8], [-0.7, 3.2, -0.7], [0.9, -2.3, 0.1], [0.6, -0.5, 0.9], [0.4, 0.8, -0.2], [-0.7, 0.6, 0.8], [-1.3, -0.8, 0.3], [0.1, -0.2, 0.1], [-1.3, 1.3, 0.8], [0.1, 0.6, -0.3], [-0.3, 0.1, 0.0], [0.6, -0.3, -0.1], [0.0, -0.6, 1.2], [0.3, -0.4, 0.4], [0.7, 0.9, 0.7], [0.1, -1.4, 0.0], [0.0, -0.6, 0.5], [0.1, 0.5, 0.7], [-0.4, 0.8, -0.1]],
  "gap_ev": 3.770,
  "charge": -2,
  "de_lowest_ev": 3.007,
  "lumo_ha": 0.12557
}

Record 2
{
  "formula": "C46H55BF4I5O6",
  "method": "ωB97M-V/def2-TZVPD",
  "symbols": ["C", "C", "C", "O", "O", "C", "C", "C", "C", "C", "C", "C", "O", "C", "C", "O", "B", "C", "C", "O", "I", "C", "I", "C", "C", "I", "O", "C", "C", "C", "I", "C", "C", "I", "H", "H", "H", "H", "H", "H", "H", "H", "H", "H", "H", "H", "H", "H", "H", "H", "H", "H", "H", "H", "H", "H", "H", "H", "H", "H", "H", "H", "H", "H", "H", "H", "H", "H", "H", "F", "C", "C", "C", "C", "C", "C", "H", "H", "H", "H", "H", "F", "C", "C", "C", "C", "C", "C", "H", "H", "H", "H", "H", "F", "C", "C", "C", "C", "C", "C", "H", "H", "H", "H", "H", "F", "C", "C", "C", "C", "C", "C", "H", "H", "H", "H", "H"],
  "positions_angstrom": [[-4.87378, 2.40595, 4.50725], [-3.72690, 3.05676, 4.03058], [-3.72265, 4.54510, 3.65549], [-4.76416, 5.17051, 3.78350], [-2.60988, 5.23758, 3.17863], [-1.46885, 5.16612, 4.06488], [-0.08272, 5.08482, 3.31759], [-0.07275, 4.17277, 2.03183], [-0.88172, 2.82231, 2.24334], [-0.25286, 1.61077, 1.44510], [-0.66495, 1.74431, -0.07557], [-1.23017, 0.43047, -0.74892], [-1.39905, 0.80990, -2.13147], [-0.25476, 0.60084, -2.95420], [-0.43165, -0.67022, -3.90004], [-0.27489, -0.53199, -0.37652], [-0.87455, -1.75679, 0.25594], [-0.65791, -2.88449, -0.92422], [0.81655, -3.30074, -1.20937], [1.09101, -4.48361, -1.13551], [2.46660, -2.00843, -1.76939], [-0.39316, -2.14249, 1.81135], [-2.02667, -1.62715, 3.23072], [-0.10100, -3.69495, 2.03321], [0.71754, -3.84561, 3.39740], [-1.97064, -4.77604, 2.38804], [-2.26360, -1.24596, 0.47434], [-2.69331, -0.13815, -0.28295], [-3.39677, 1.06328, 0.44326], [-3.62847, -0.72423, -1.42215], [-4.91628, 0.79262, -2.37966], [-4.56991, -1.92304, -1.03648], [-3.88246, -3.35482, -1.13326], [-5.59115, -1.80509, 0.86162], [-5.77321, 2.30904, 3.85631], [-4.81467, 1.95614, 5.52869], [-2.80174, 2.42043, 3.98234], [-1.46391, 6.13026, 4.65162], [-1.51582, 4.32421, 4.80164], [0.68151, 4.71886, 4.07718], [0.23299, 6.12820, 3.04560], [0.99220, 3.98799, 1.71793], [-0.53802, 4.78421, 1.20565], [-0.81638, 2.57943, 3.33674], [-1.93590, 3.04954, 1.94406], [0.86537, 1.75754, 1.52186], [-0.46484, 0.61598, 1.90025], [0.28731, 1.98531, -0.63499], [-1.31010, 2.65587, -0.23237], [0.72132, 0.61125, -2.42234], [-0.22164, 1.47770, -3.66925], [0.48757, -1.29678, -3.96337], [-1.35161, -1.25985, -3.63117], [-0.62824, -0.30409, -4.95119], [-1.15046, -2.55221, -1.87499], [-1.21101, -3.81817, -0.60852], [0.46004, -1.49410, 2.16453], [0.53530, -4.17274, 1.25326], [1.77738, -3.52085, 3.24346], [0.20209, -3.36596, 4.26222], [0.73237, -4.95407, 3.61932], [-3.32948, 2.02627, -0.13185], [-4.49485, 0.91227, 0.62763], [-2.94322, 1.18349, 1.46872], [-2.98283, -1.08991, -2.26978], [-5.37458, -1.95550, -1.82207], [-3.33197, -3.57374, -0.18938], [-4.62172, -4.14919, -1.41981], [-3.14570, -3.31310, -1.98788], [0.72180, -2.86021, -5.31236], [1.78663, -3.04162, -6.10564], [3.02091, -2.54999, -5.71312], [4.12164, -2.74658, -6.53830], [3.97560, -3.42013, -7.74654], [2.73030, -3.90332, -8.12941], [1.62948, -3.71858, -7.30280], [3.11941, -2.01960, -4.77139], [5.09408, -2.37376, -6.23918], [4.83563, -3.56809, -8.38996], [2.61617, -4.42455, -9.07267], [0.65296, -4.09577, -7.58049], [-4.39494, -7.03578, -1.48053], [-3.36342, -7.16440, -2.33321], [-2.12273, -6.66504, -1.97821], [-1.05694, -6.80263, -2.85801], [-1.24673, -7.42856, -4.08622], [-2.49981, -7.92161, -4.43231], [-3.56495, -7.79428, -3.54890], [-1.99518, -6.17345, -1.02115], [-0.07976, -6.42082, -2.58598], [-0.41491, -7.53129, -4.77400], [-2.64793, -8.40536, -5.39088], [-4.54632, -8.17957, -3.79748], [1.68627, 5.48870, 5.70400], [2.92875, 5.35443, 6.19858], [3.13218, 4.56057, 7.31324], [4.41759, 4.41859, 7.82026], [5.48064, 5.07932, 7.21385], [5.26041, 5.87752, 6.09723], [3.97755, 6.01264, 5.58181], [2.29044, 4.06042, 7.77610], [4.59061, 3.79353, 8.68805], [6.48248, 4.97077, 7.61326], [6.08834, 6.39508, 5.62751], [3.78786, 6.62299, 4.70752], [2.45966, 1.97071, -2.16658], [3.32104, 2.85088, -1.63601], [3.15497, 4.20049, -1.89248], [4.04479, 5.11165, -1.33763], [5.09421, 4.66235, -0.54281], [5.25131, 3.30278, -0.29750], [4.35668, 2.39039, -0.84238], [2.33608, 4.52991, -2.52011], [3.92057, 6.17159, -1.52497], [5.79016, 5.37445, -0.11388], [6.07109, 2.95299, 0.31876], [4.45726, 1.32825, -0.65513]],
  "forces_ev_per_angstrom": [[1.2, 0.8, -0.8], [0.1, -0.3, 0.4], [-2.0, -0.1, -1.2], [1.3, -0.6, -0.2], [-0.1, -1.5, 1.1], [1.4, 0.5, 0.5], [0.1, -0.1, 0.0], [-0.4, 0.4, 0.0], [1.1, 0.1, 0.1], [0.0, 1.3, -0.3], [0.5, 0.2, 0.2], [0.0, 1.0, 0.9], [1.2, -1.2, 0.1], [-0.1, 0.2, -1.9], [-0.1, 0.8, -0.3], [-0.3, 0.6, -0.8], [-0.9, 2.1, -0.4], [-0.1, -0.8, 0.0], [-1.9, -2.9, 0.4], [0.4, 1.9, -0.2], [-0.2, 0.2, 0.2], [0.1, -1.0, -0.5], [0.9, 1.1, 0.4], [1.2, 1.5, 2.4], [-0.5, -1.6, -0.7], [0.7, -1.0, -1.0], [-1.6, -0.2, -0.4], [1.3, 0.7, -0.4], [-0.6, -0.4, 1.4], [0.5, -0.4, -0.1], [0.4, -0.4, 0.0], [0.2, -1.0, -1.4], [0.3, 0.8, -0.4], [0.0, 0.0, -0.4], [0.0, 1.3, 1.4], [0.2, -1.1, -1.6], [-0.4, 1.3, 1.4], [-0.1, -1.0, -0.4], [-0.4, 0.6, -0.8], [-1.2, 0.3, -1.1], [-0.2, -0.9, 0.1], [-0.9, 0.0, 0.4], [0.4, -0.8, 0.7], [-0.2, 0.2, -0.8], [0.8, -0.6, 0.4], [-1.0, -0.3, 0.0], [-0.2, 0.9, -0.5], [-1.0, -0.5, 0.3], [0.4, -1.1, 0.2], [-1.0, -0.3, 0.0], [0.0, -0.7, 0.9], [-1.0, 0.5, 0.4], [1.1, 0.4, 0.0], [0.2, -0.4, 1.0], [0.7, 0.1, 0.8], [1.0, 0.5, -0.6], [-0.7, -0.9, -0.3], [-1.1, 0.3, 0.2], [-0.9, 0.1, 0.2], [0.5, -0.1, -0.8], [0.3, 1.1, -0.1], [0.2, -1.1, 0.5], [1.0, -0.1, -0.2], [-0.3, -0.1, -1.1], [-0.7, 0.5, 0.8], [0.6, 0.3, 1.0], [-0.5, -0.1, -0.8], [0.5, 0.8, 0.7], [-0.7, -0.1, 0.9], [0.0, -0.3, -0.2], [0.5, -0.1, -0.3], [0.1, 0.2, 0.2], [-0.2, -0.1, -0.2], [0.1, 0.0, 0.0], [0.1, 0.1, 0.2], [-0.2, -0.1, -0.1], [-0.1, -0.1, -0.1], [-0.1, 0.0, 0.0], [-0.1, 0.0, 0.0], [0.0, 0.0, 0.1], [0.0, 0.0, 0.0], [-0.1, 0.0, 0.0], [0.5, 0.0, -0.4], [0.0, 0.1, 0.2], [-0.1, -0.1, -0.2], [0.0, 0.0, 0.0], [0.1, 0.1, 0.2], [-0.2, -0.1, 0.0], [0.0, 0.0, 0.0], [-0.1, 0.0, 0.0], [-0.1, 0.0, 0.0], [0.0, 0.0, 0.1], [0.0, 0.0, 0.0], [0.1, 0.1, 0.3], [0.5, -0.1, 0.2], [-0.2, -0.1, 0.1], [0.1, 0.2, -0.2], [0.1, 0.0, 0.0], [-0.1, -0.1, 0.2], [-0.1, 0.1, -0.2], [0.0, 0.0, -0.1], [0.0, 0.0, 0.0], [-0.1, 0.0, 0.0], [-0.1, 0.0, 0.0], [0.0, 0.0, 0.0], [0.1, 0.1, 0.0], [0.3, 0.3, 0.2], [-0.2, 0.1, -0.1], [0.1, -0.2, 0.1], [0.0, 0.1, 0.0], [-0.2, 0.2, -0.1], [0.1, -0.2, 0.0], [0.0, -0.1, 0.0], [0.0, -0.1, 0.0], [0.0, 0.0, 0.0], [-0.1, 0.0, 0.0], [-0.1, 0.0, 0.0]],
  "gap_ev": 6.790,
  "charge": -1,
  "lumo_ha": 0.05119
}

no.,HOMO (eV)
1,-0.35
2,-5.40